Entry from the Open Molecules 2025 dataset: a 4-piece molecular cluster, C6H16O3 overall in a non-equilibrium geometry (ωB97M-V with the def2-TZVPD basis set).

```
25
Properties=species:S:1:pos:R:3:mulliken_charge:R:1
C 2.508 -0.467 0.101 -0.87
C 1.925 0.036 -0.979 -0.20
C 0.722 0.774 -1.255 1.21
C 0.407 1.078 -2.641 -1.66
C -0.089 1.177 -0.295 0.03
C -1.165 2.196 -0.616 -1.74
H 2.014 -0.634 1.018 0.12
H 3.497 -0.701 -0.055 0.31
H 2.557 -0.017 -1.928 0.16
H 0.467 0.209 -3.364 0.35
H 1.053 1.957 -3.060 0.27
H -0.598 1.289 -2.870 0.47
H 0.023 0.738 0.656 0.35
H -1.539 2.803 0.229 0.36
H -2.119 1.612 -0.763 0.35
H -1.124 2.815 -1.445 0.50
O 0.221 -0.923 2.910 -0.69
H 0.413 -0.687 2.041 0.31
H -0.739 -1.017 2.937 0.43
O -2.180 -0.907 2.038 -0.67
H -2.202 -1.592 1.412 0.36
H -2.144 -0.059 1.701 0.29
O -1.002 -2.011 -0.097 -0.58
H -0.150 -2.203 -0.655 0.30
H -1.572 -2.554 -0.552 0.27
```

Its HOMO energy is -8.524 eV. Its energy above the lowest of the compared OMol25 structures with the same formula, charge and spin is 57.5 kcal per mole. Its net charge is 0. Its SMILES is C=C/C(C)=C/C.O.O.O. The total energy is -463.82041 hartree.

Entry from the Open Molecules 2025 dataset: a 2-piece molecular cluster, C6H16O3S2Si overall in a non-equilibrium geometry (ωB97M-V with the def2-TZVPD basis set).

```
28
Properties=species:S:1:pos:R:3:mulliken_charge:R:1
C -0.052 -2.137 2.274 -0.58
O 0.686 -2.134 1.085 -0.40
Si 0.211 -1.436 -0.317 0.58
O -1.049 -2.130 -1.017 -0.31
C -1.652 -2.001 -2.263 -0.58
O 1.529 -1.478 -1.278 -0.34
C 2.887 -1.164 -0.907 -0.62
C -0.084 0.417 -0.046 -0.06
S -0.453 1.554 -1.376 -0.30
C -1.309 1.138 0.227 -0.27
C -1.294 2.252 1.250 -1.00
H 0.565 -2.387 3.049 0.27
H -0.750 -3.030 2.247 0.21
H -0.402 -1.113 2.414 0.21
H -1.183 -2.756 -2.962 0.23
H -1.405 -1.034 -2.662 0.30
H -2.747 -2.304 -2.263 0.20
H 3.476 -1.341 -1.754 0.28
H 3.298 -1.963 -0.309 0.24
H 2.893 -0.151 -0.473 0.26
H 0.769 0.842 0.585 0.41
H -2.227 0.840 -0.197 0.52
H -2.084 3.024 1.229 0.36
H -0.345 2.762 1.354 0.12
H -1.506 1.680 2.166 0.27
S 1.334 4.920 0.109 -0.28
H 0.603 4.753 -1.064 0.15
H 0.289 4.376 0.899 0.12
```

Its HOMO energy is -8.459 eV. Its energy above the lowest of the compared OMol25 structures with the same formula, charge and spin is 0.0 kcal per mole. Its net charge is 0. Its SMILES is CO[Si](OC)(OC)[C@H]1S[C@@H]1C.S. The total energy is -1549.83881 hartree.

Entry from the Open Molecules 2025 dataset: C6H16O3SSi as an isolated structure in a non-equilibrium geometry (ωB97M-V with the def2-TZVPD basis set).

```
27
Properties=species:S:1:pos:R:3:mulliken_charge:R:1
C -0.738 -2.309 0.872 -1.49
C -0.818 -0.186 2.377 -1.12
C 0.109 -0.920 -2.010 -1.47
C -1.875 1.155 -0.790 -1.17
C 3.255 2.469 -0.653 -1.16
C -0.100 -0.916 1.060 0.28
O 2.829 0.018 -0.026 -0.63
O 2.007 1.669 1.665 -0.66
O 0.822 1.406 -0.383 -0.35
Si -0.356 0.098 -0.442 0.54
S 2.180 1.304 0.273 1.24
H -1.812 -2.286 0.728 0.34
H -0.245 -2.772 0.051 0.42
H -0.474 -3.102 1.668 0.33
H -0.710 -0.798 3.295 0.39
H -1.905 -0.126 2.152 0.29
H -0.350 0.880 2.396 0.24
H 0.598 -1.759 -1.676 0.42
H -0.717 -1.296 -2.535 0.46
H 0.820 -0.437 -2.604 0.42
H -2.105 1.126 -1.940 0.24
H -2.695 0.879 -0.197 0.44
H -1.635 2.147 -0.476 0.35
H 2.909 2.411 -1.759 0.28
H 3.272 3.386 -0.254 0.40
H 4.181 2.059 -0.663 0.45
H 0.953 -1.009 1.249 0.54
```

Its HOMO energy is -10.322 eV. Its energy above the lowest of the compared OMol25 structures with the same formula, charge and spin is 52.0 kcal per mole. Its net charge is 0. The total energy is -1151.62271 hartree.

Entry from the Open Molecules 2025 dataset: one molecule with the formula C6H16O4Si in a non-equilibrium geometry (ωB97M-V with the def2-TZVPD basis set).

```
27
Properties=species:S:1:pos:R:3:mulliken_charge:R:1
C 2.508 -0.444 0.827 -1.16
Si 0.840 -0.838 0.091 0.73
C 0.539 -2.702 0.310 -1.08
O -0.376 0.030 0.860 -0.54
C -0.128 1.392 1.152 -0.25
C -1.342 2.087 1.659 -0.52
O -1.799 1.369 2.883 -0.56
O 0.980 -0.287 -1.438 -0.42
C 0.002 -0.601 -2.366 -0.47
C -0.956 0.561 -2.545 -0.39
O -1.898 0.609 -1.436 -0.59
H 2.608 0.615 0.757 0.34
H 3.280 -1.049 0.348 0.32
H 2.474 -0.572 1.894 0.36
H 1.368 -3.311 0.172 0.39
H -0.213 -2.921 -0.473 0.26
H 0.226 -2.627 1.333 0.30
H 0.467 1.872 0.389 0.35
H 0.538 1.278 2.104 0.23
H -1.157 3.083 1.890 0.43
H -1.997 1.987 0.779 0.26
H -2.178 0.524 2.662 0.32
H 0.509 -0.952 -3.277 0.35
H -0.580 -1.411 -1.987 0.30
H -0.530 1.539 -2.646 0.27
H -1.705 0.464 -3.376 0.30
H -1.480 0.306 -0.567 0.45
```

Its HOMO energy is -10.148 eV. Its energy above the lowest of the compared OMol25 structures with the same formula, charge and spin is 84.7 kcal per mole. Its net charge is 0. Its SMILES is C[Si](C)(OCCO)OCCO. The total energy is -828.70506 hartree.

Entry from the Open Molecules 2025 dataset: a 2-piece molecular cluster, C6H16OS2 overall in a non-equilibrium geometry (ωB97M-V with the def2-TZVPD basis set).

```
25
Properties=species:S:1:pos:R:3:mulliken_spin:R:1
C 1.079 1.955 -1.347 0.02
C 0.918 2.619 -0.007 0.01
C 1.156 0.411 -1.466 -0.01
S -0.306 -0.267 -2.050 0.53
S -0.626 -2.107 -1.429 0.28
C -1.249 -2.304 0.314 0.05
C -0.288 -2.190 1.466 0.01
C 0.371 -0.810 1.650 0.00
H 2.068 2.352 -1.671 0.00
H 0.309 2.326 -2.166 0.00
H 0.133 2.101 0.596 0.00
H 0.517 3.715 -0.101 0.00
H 1.778 2.195 0.595 0.00
H 1.679 -0.138 -0.572 0.00
H 1.967 0.402 -2.303 0.07
H -1.567 -3.405 0.400 0.00
H -2.212 -1.631 0.460 0.02
H -0.698 -2.351 2.498 0.00
H 0.381 -3.059 1.400 0.00
H 0.680 -0.489 2.741 0.00
H -0.132 0.057 1.104 0.00
H 1.368 -0.863 1.156 0.00
H -2.726 1.200 -0.929 0.00
H -1.900 -0.113 -0.124 -0.02
O -2.700 0.393 -0.215 0.03
```

Its HOMO energy (spin up / spin down) is -14.560 / -14.525 eV. The spin multiplicity is 2. Its net charge is +1. The total energy is -1109.40626 hartree.

Entry from the Open Molecules 2025 dataset: a 2-piece molecular cluster, C6H16S2 overall in a non-equilibrium geometry (ωB97M-V with the def2-TZVPD basis set).

```
24
Properties=species:S:1:pos:R:3:mulliken_charge:R:1
C -0.182 -2.564 0.245 -1.35
C 0.993 -1.994 -0.435 -0.42
S 0.523 -1.352 -2.289 -0.14
C 2.083 -0.185 -2.259 -0.67
H -0.992 -2.029 0.125 0.43
H 0.100 -2.739 1.407 0.25
H -0.412 -3.442 -0.264 0.43
H 1.407 -1.267 0.186 0.32
H 1.675 -2.902 -0.595 0.37
H 2.991 -0.550 -1.764 0.29
H 2.073 0.222 -3.195 0.40
H 1.724 0.614 -1.537 0.08
C -2.311 1.314 1.087 -1.38
C -1.571 1.538 -0.152 -0.09
S -0.228 2.815 0.275 -0.10
C 0.629 1.643 1.453 -0.70
H -2.737 2.233 1.521 0.35
H -1.842 0.825 1.812 0.46
H -3.252 0.817 0.931 0.40
H -1.193 0.705 -0.610 0.02
H -2.115 2.010 -0.978 0.34
H 1.349 2.341 1.884 0.35
H 0.076 1.162 2.186 0.32
H 1.212 0.785 0.968 0.05
```

Its HOMO energy is -8.595 eV. Its energy above the lowest of the compared OMol25 structures with the same formula, charge and spin is 69.0 kcal per mole. Its net charge is 0. Its SMILES is CCSC.CCSC. The total energy is -1034.46611 hartree.

Entry from the Open Molecules 2025 dataset: a 2-piece molecular cluster, C6H16S4 overall in a non-equilibrium geometry (ωB97M-V with the def2-TZVPD basis set).

```
26
Properties=species:S:1:pos:R:3:mulliken_charge:R:1
C -1.187 2.960 -0.998 -1.18
C -0.199 2.002 -1.764 -0.01
C -0.849 0.898 -2.507 -0.45
S 0.083 0.262 -3.882 -0.11
S 1.983 -0.295 -3.052 -0.23
H -1.968 3.359 -1.667 0.34
H -0.607 3.805 -0.591 0.34
H -1.677 2.434 -0.161 0.28
H 0.600 2.530 -2.319 0.41
H 0.281 1.422 -0.953 -0.14
H -1.080 -0.024 -1.940 0.29
H -1.808 1.338 -2.840 0.32
H 1.625 -1.545 -2.689 0.16
C 1.713 -0.334 1.618 -1.23
C 0.317 -0.972 1.595 0.07
C -0.003 -1.733 2.867 -0.72
S -1.633 -2.243 2.908 -0.08
S -1.593 -4.109 1.945 -0.20
H 1.742 0.318 2.507 0.32
H 1.873 0.288 0.721 0.27
H 2.536 -1.064 1.691 0.33
H -0.446 -0.198 1.382 0.23
H 0.332 -1.674 0.739 0.14
H 0.655 -2.622 2.923 0.36
H 0.295 -1.042 3.678 0.37
H -0.987 -3.763 0.790 0.14
```

Its HOMO energy is -8.732 eV. Its energy above the lowest of the compared OMol25 structures with the same formula, charge and spin is 12.3 kcal per mole. Its net charge is 0. Its SMILES is CCCSS.CCCSS. The total energy is -1830.92214 hartree.

Entry from the Open Molecules 2025 dataset: one molecule with the formula C6H16SSi in a non-equilibrium geometry (ωB97M-V with the def2-TZVPD basis set).

```
24
Properties=species:S:1:pos:R:3:mulliken_charge:R:1
C 3.874 0.339 1.161 -1.03
C 2.642 0.452 0.227 -0.31
C 2.276 -0.865 -0.433 -0.78
Si 0.605 -0.822 -1.275 0.50
S -0.926 -0.279 0.861 -0.40
C -2.628 -0.148 0.412 0.36
C -3.360 1.094 1.016 -1.16
C -2.861 -0.284 -1.179 -1.05
H 3.879 1.267 1.926 0.27
H 4.001 -0.697 1.720 0.28
H 4.848 0.448 0.597 0.28
H 1.715 0.676 0.690 0.19
H 2.778 1.146 -0.519 0.40
H 2.071 -1.526 0.337 0.34
H 3.019 -1.356 -1.119 0.43
H 0.051 -1.980 -1.897 -0.17
H 0.121 0.187 -2.281 -0.11
H -3.009 -1.021 0.913 0.20
H -3.165 2.026 0.420 0.27
H -4.440 0.996 1.064 0.33
H -2.912 1.331 2.011 0.36
H -2.568 0.761 -1.636 0.25
H -3.857 -0.775 -1.455 0.30
H -2.155 -0.972 -1.562 0.25
```

Its HOMO energy is -8.084 eV. Its energy above the lowest of the compared OMol25 structures with the same formula, charge and spin is 37.7 kcal per mole. Its net charge is 0. Its SMILES is CCC[SiH2]SC(C)C. The total energy is -925.80364 hartree.